# 1
42
Properties=species:S:1:pos:R:3:forces:R:3 method="wB97M-V/def2-TZVPD" de_lowest_kcal_mol=12.2 homo_energy_ev=-6.07 e_lumo_ev=-3.40 max_force_ev_per_a=2.080
Br 2.052374 -6.317629 -3.821870 -0.1 0.3 0.1
C 1.610961 -4.642486 -3.079534 0.0 0.9 0.4
C 2.575693 -3.916267 -2.358351 -0.3 0.0 -0.2
C 2.241410 -2.693146 -1.784079 -0.4 0.1 0.0
C 0.934128 -2.142886 -1.925137 0.1 -0.9 -0.5
C 0.597223 -0.890282 -1.319690 0.1 0.3 0.0
C -0.559502 -0.175936 -1.606303 -0.3 0.2 -0.1
C -0.919328 0.997527 -0.954679 0.5 -0.4 -0.2
C -2.184305 1.647979 -1.106151 -1.0 0.6 -0.3
C -2.396344 2.953951 -0.575152 0.0 -0.5 -0.2
C -3.623164 3.598120 -0.706854 -0.1 -0.3 -0.2
C -4.686171 2.958631 -1.369871 0.9 -0.3 0.2
Br -6.353066 3.823190 -1.526011 0.2 -0.1 0.0
C -4.502780 1.677368 -1.914668 0.3 0.1 0.1
C -3.273797 1.030278 -1.786995 0.0 0.4 0.2
C -0.014543 -2.887011 -2.684314 0.4 -0.2 0.0
C 0.318746 -4.118880 -3.246020 0.1 0.3 0.2
H 3.578489 -4.315492 -2.260282 -0.1 0.1 0.1
H 2.987100 -2.124515 -1.223089 -0.2 -0.3 -0.1
H 1.299676 -0.486192 -0.590905 0.0 0.0 0.2
H -1.205783 -0.535630 -2.409900 0.1 0.0 0.4
H -0.188295 1.472249 -0.297776 -0.1 -0.2 0.1
H -1.566271 3.453657 -0.070756 -0.3 -0.1 -0.1
H -3.766741 4.595216 -0.307255 0.0 -0.1 0.0
H -5.328717 1.201883 -2.430987 0.1 0.0 0.1
H -3.151699 0.027686 -2.201798 -0.2 0.4 0.2
H -1.025954 -2.496860 -2.812743 0.3 -0.3 0.0
H -0.410537 -4.684773 -3.813941 0.0 0.1 0.1
O 1.746636 -0.805622 1.874151 0.1 -0.6 -0.9
C 2.100829 0.096843 2.661079 -0.1 0.9 1.2
C 1.337638 0.372091 3.880085 0.6 0.1 -1.1
N 0.279390 -0.609511 4.120626 -0.8 -0.8 0.4
O 0.607384 -1.743653 4.502593 -0.7 1.9 -0.6
O -0.890714 -0.253956 3.895317 1.3 -0.6 0.4
C 1.443122 1.561057 4.583218 0.0 -0.4 -0.1
C 2.469418 2.454292 4.253970 -0.1 0.2 0.0
C 3.346509 2.158585 3.188317 -0.3 0.1 0.5
C 3.204290 1.007837 2.449934 -0.5 -0.4 -0.2
H 0.717529 1.757264 5.378352 0.4 0.0 -0.2
H 2.582902 3.374289 4.829142 0.0 -0.3 -0.2
H 4.145394 2.858994 2.940049 -0.1 -0.2 0.1
H 3.870869 0.761742 1.628278 0.0 0.1 0.0


# 2
121
Properties=species:S:1:pos:R:3:forces:R:3 method="wB97M-V/def2-TZVPD" charge=+1 de_lowest_kcal_mol=16.4 homo_energy_ev=-9.89 e_lumo_ev=-1.66 max_force_ev_per_a=5.605
Li 0.652000 12.627000 3.287000 0.1 0.1 0.1
C -0.378000 9.081000 4.230000 -1.0 -3.6 1.6
C -0.828000 10.169000 3.431000 1.6 3.5 0.2
C -2.148000 10.003000 2.781000 -3.3 0.5 -0.9
C -3.401000 10.269000 3.681000 1.0 0.2 -0.7
C -3.178000 11.600000 4.344000 -4.9 0.3 0.4
C -2.010000 11.652000 5.173000 2.7 1.6 3.5
N -0.849000 11.403000 4.296000 -1.3 1.4 -1.5
O 0.346000 11.560000 4.977000 0.2 -0.6 0.5
C -2.064000 10.811000 6.468000 0.3 -1.5 -0.6
C -1.808000 13.049000 5.858000 -0.2 1.8 -0.6
C 0.258000 10.395000 2.367000 0.2 0.0 -0.8
H 0.596000 9.063000 4.653000 1.1 0.5 -0.1
H -0.441000 8.273000 3.534000 0.3 -1.3 0.0
H -1.040000 8.818000 5.055000 -0.3 0.0 0.0
H -2.346000 9.047000 2.291000 0.8 -0.1 0.0
H -2.301000 10.763000 1.987000 0.6 -0.4 0.2
H -3.548000 9.514000 4.395000 0.2 -1.2 1.3
H -4.355000 10.227000 3.152000 0.3 0.3 -0.6
H -4.116000 11.810000 5.022000 1.7 -0.1 -1.2
H -3.181000 12.364000 3.570000 0.1 0.3 0.1
H 0.259000 10.894000 5.676000 0.9 0.1 0.4
H -2.492000 9.865000 6.294000 -0.6 -1.5 -0.5
H -2.769000 11.223000 7.174000 0.4 0.5 0.4
H -1.079000 10.508000 6.892000 -0.6 0.9 0.1
H -1.994000 13.879000 5.160000 0.2 -0.3 -0.1
H -0.815000 13.225000 6.276000 0.2 -0.4 -0.4
H -2.427000 13.338000 6.739000 -0.2 -1.0 -0.8
H 0.522000 9.408000 2.018000 0.2 -0.3 -0.4
H 1.237000 10.850000 2.610000 -0.7 -0.5 0.7
H -0.053000 10.980000 1.505000 -0.5 -0.2 0.2
C -0.095000 19.013000 4.195000 -2.0 -0.5 0.6
C 1.312000 18.597000 4.341000 2.8 1.3 -1.1
C 2.081000 19.117000 5.549000 -0.2 -2.2 2.1
C 1.529000 18.487000 6.862000 -0.4 -0.9 -1.7
C 1.602000 16.946000 6.714000 0.9 1.0 5.4
C 1.062000 16.342000 5.550000 -2.9 -0.4 -2.5
N 1.472000 17.152000 4.328000 1.1 -0.8 1.8
O 0.955000 16.523000 3.180000 0.1 -2.4 1.1
C -0.483000 16.270000 5.813000 -0.5 1.9 -1.9
C 1.581000 14.944000 5.335000 0.8 -0.6 -1.1
C 2.130000 19.244000 3.176000 -2.3 -1.5 -1.1
H -0.534000 19.056000 5.173000 -0.5 -0.2 0.6
H -0.637000 18.225000 3.651000 -0.1 0.4 0.1
H -0.386000 19.958000 3.780000 0.6 0.6 -0.6
H 1.955000 20.145000 5.668000 0.0 1.9 -0.3
H 3.171000 18.862000 5.479000 -1.0 0.2 -0.2
H 0.516000 18.818000 7.093000 -0.4 -0.1 -0.6
H 1.998000 18.844000 7.737000 1.3 0.1 0.9
H 1.077000 16.493000 7.652000 0.7 0.6 -1.6
H 2.601000 16.567000 6.854000 0.9 0.4 0.0
H 0.730000 17.186000 2.587000 -0.7 2.1 -1.7
H -0.813000 15.757000 6.669000 0.3 -1.4 1.1
H -1.073000 15.936000 4.952000 0.3 -0.1 0.0
H -0.892000 17.268000 6.048000 0.4 -0.1 -0.3
H 1.806000 14.300000 6.174000 -0.5 0.3 0.8
H 2.521000 14.945000 4.780000 0.1 0.4 0.0
H 0.905000 14.412000 4.685000 -0.5 -0.3 -0.1
H 1.987000 20.296000 3.112000 -0.2 0.9 0.3
H 1.713000 18.851000 2.235000 0.1 0.2 -0.1
H 3.150000 19.028000 3.135000 1.7 -0.5 0.4
C 4.818000 9.090000 5.294000 -0.3 -1.7 3.7
C 4.296000 9.825000 4.153000 -2.3 -0.8 -2.9
C 3.329000 10.957000 4.493000 2.8 1.7 0.3
C 4.061000 12.105000 5.222000 1.1 0.8 0.3
C 5.256000 12.545000 4.297000 -1.9 0.8 2.8
C 6.154000 11.438000 3.997000 0.9 -0.1 -2.8
N 5.452000 10.271000 3.409000 1.4 -1.0 -0.1
O 5.150000 10.389000 2.000000 0.0 0.8 0.3
C 7.166000 11.134000 5.064000 -0.3 -0.5 1.1
C 7.027000 12.023000 2.886000 -1.3 3.3 0.9
C 3.404000 8.813000 3.259000 0.4 1.8 -0.2
H 5.633000 8.392000 5.130000 0.4 0.4 -0.7
H 4.053000 8.374000 5.664000 0.0 0.7 0.1
H 5.122000 9.702000 6.178000 -0.4 -0.3 -0.7
H 2.509000 10.639000 5.028000 -1.7 -1.0 1.2
H 2.965000 11.482000 3.606000 0.0 -0.5 -0.4
H 4.433000 12.024000 6.262000 -0.3 -0.9 -0.4
H 3.355000 12.912000 5.320000 -0.2 0.6 -0.2
H 5.922000 13.332000 4.709000 -1.0 0.0 -0.1
H 4.729000 12.865000 3.432000 0.1 0.6 -1.2
H 5.975000 10.738000 1.612000 -0.5 -0.5 0.3
H 7.573000 12.042000 5.486000 0.4 0.4 -0.4
H 7.926000 10.464000 4.730000 0.8 -0.2 -0.6
H 6.820000 10.640000 5.935000 -0.9 -0.5 0.8
H 6.426000 12.545000 2.116000 0.3 -0.5 0.1
H 7.665000 11.335000 2.501000 2.1 -2.1 -1.3
H 7.615000 12.852000 3.342000 -0.1 -0.7 -0.3
H 2.573000 8.366000 3.800000 0.4 -0.2 0.7
H 4.035000 8.055000 2.803000 -0.1 0.0 -0.2
H 2.854000 9.438000 2.510000 1.0 -0.8 0.2
C 2.983000 11.910000 0.768000 1.4 -1.4 2.7
C 1.877000 12.647000 0.170000 2.4 2.3 0.5
C 1.059000 11.822000 -0.771000 -0.5 -1.2 -1.1
C -0.105000 12.575000 -1.304000 -1.4 0.0 -1.1
C -1.021000 12.956000 -0.168000 1.0 -1.7 -1.6
C -0.264000 13.677000 0.867000 0.9 3.0 2.8
N 1.065000 13.142000 1.289000 -1.0 -1.2 0.2
O 1.827000 13.963000 2.248000 -1.2 -2.4 -1.0
C -1.184000 13.730000 2.077000 1.1 0.9 0.6
C -0.043000 15.130000 0.434000 -1.5 1.3 -0.6
C 2.668000 13.780000 -0.556000 -1.0 0.1 -1.2
H 2.722000 11.008000 1.303000 -0.6 -0.2 0.3
H 3.642000 12.463000 1.489000 -0.9 -0.1 -0.8
H 3.628000 11.497000 0.062000 1.2 -0.4 -1.6
H 0.692000 10.910000 -0.274000 0.2 0.3 0.0
H 1.550000 11.445000 -1.685000 0.8 0.3 0.8
H -0.642000 12.039000 -2.098000 -0.1 -0.5 0.5
H 0.157000 13.426000 -1.898000 0.8 0.9 0.0
H -1.498000 12.005000 0.114000 -0.2 0.6 0.5
H -1.690000 13.698000 -0.509000 -1.5 0.3 -0.3
H 1.711000 14.862000 1.986000 -0.1 1.6 0.0
H -1.476000 12.748000 2.298000 -0.9 -1.1 0.5
H -1.986000 14.419000 1.927000 -1.0 0.0 -0.5
H -0.748000 14.174000 2.978000 0.5 0.0 0.0
H 0.901000 15.559000 0.726000 0.4 0.1 -0.2
H -0.809000 15.810000 0.886000 0.5 -0.6 -0.3
H -0.176000 15.245000 -0.649000 0.4 0.1 0.2
H 3.434000 13.260000 -1.145000 -0.7 0.2 -0.7
H 3.331000 14.418000 0.020000 -0.6 0.1 0.9
H 1.948000 14.397000 -1.140000 1.0 -0.3 0.0